{
  "formula": "C58H41Cl4N8SiTa",
  "method": "ωB97M-V/def2-TZVPD",
  "gap_ha": 0.2110,
  "homo_energy_ev": -12.393,
  "e_above_lowest_kcal_mol": 0.0,
  "total_charge": 2,
  "symbols": ["Ta", "Cl", "C", "C", "C", "C", "C", "C", "C", "C", "C", "C", "C", "C", "C", "C", "C", "C", "Cl", "C", "C", "C", "N", "C", "C", "C", "C", "C", "C", "Cl", "C", "C", "C", "C", "C", "C", "N", "C", "C", "C", "C", "C", "N", "C", "C", "C", "C", "Cl", "C", "C", "C", "C", "N", "H", "H", "H", "H", "H", "H", "H", "H", "H", "H", "H", "H", "H", "H", "H", "H", "H", "H", "H", "H", "H", "H", "H", "H", "N", "C", "C", "N", "C", "C", "N", "C", "C", "N", "H", "H", "H", "H", "H", "H", "C", "Si", "C", "C", "C", "C", "C", "C", "C", "H", "H", "H", "H", "H", "H", "H", "H", "H", "H", "H"],
  "positions_angstrom": [[0.169, 0.020, 0.225], [-6.810, -4.481, 4.889], [-5.508, -3.625, 4.149], [-4.744, -2.749, 4.907], [-3.696, -2.067, 4.310], [-3.401, -2.261, 2.963], [-4.172, -3.153, 2.222], [-5.231, -3.831, 2.806], [-2.261, -1.553, 2.310], [-2.291, -0.164, 2.247], [-3.293, 0.639, 2.865], [-2.870, 1.923, 2.800], [-1.640, 1.924, 2.083], [-0.882, 3.066, 1.820], [-1.386, 4.379, 2.314], [-2.600, 4.892, 1.861], [-3.075, 6.106, 2.328], [-2.339, 6.806, 3.273], [-2.934, 8.308, 3.872], [-1.133, 6.308, 3.744], [-0.659, 5.101, 3.257], [0.327, 3.033, 1.159], [0.996, 1.886, 0.689], [2.232, 2.351, 0.252], [3.295, 1.571, -0.181], [4.534, 2.256, -0.658], [5.384, 2.894, 0.241], [6.529, 3.534, -0.206], [6.816, 3.545, -1.563], [8.231, 4.354, -2.127], [5.985, 2.907, -2.472], [4.850, 2.256, -2.013], [3.267, 0.199, -0.170], [4.408, -0.611, -0.467], [4.047, -1.894, -0.306], [2.683, -1.915, 0.135], [2.172, -0.608, 0.170], [2.024, -3.049, 0.529], [0.738, -3.011, 1.074], [0.116, -4.131, 1.695], [-1.066, -3.708, 2.193], [-1.193, -2.324, 1.887], [-0.060, -1.889, 1.187], [2.730, -4.362, 0.492], [2.215, -5.415, -0.260], [2.837, -6.652, -0.270], [3.980, -6.842, 0.493], [4.746, -8.387, 0.507], [4.507, -5.808, 1.252], [3.884, -4.571, 1.244], [2.284, 3.769, 0.342], [1.121, 4.185, 0.890], [-1.300, 0.644, 1.715], [-4.966, -2.611, 5.956], [-3.087, -1.401, 4.907], [-3.947, -3.313, 1.174], [-5.836, -4.519, 2.232], [-4.189, 0.266, 3.331], [-3.344, 2.792, 3.225], [-3.175, 4.344, 1.123], [-4.012, 6.511, 1.970], [-0.577, 6.860, 4.490], [0.276, 4.706, 3.636], [5.161, 2.877, 1.302], [7.197, 4.022, 0.490], [6.226, 2.924, -3.526], [4.203, 1.751, -2.722], [5.371, -0.224, -0.755], [4.652, -2.771, -0.459], [0.546, -5.116, 1.766], [-1.785, -4.283, 2.753], [1.329, -5.263, -0.866], [2.441, -7.467, -0.859], [5.391, -5.977, 1.851], [4.284, -3.771, 1.855], [3.117, 4.372, 0.021], [0.824, 5.198, 1.103], [-3.418, -1.596, -1.832], [-2.867, -2.839, -1.608], [-1.689, -2.622, -0.972], [-1.505, -1.261, -0.809], [-2.560, -0.689, -1.352], [-2.588, 0.739, -1.376], [-1.566, 1.367, -0.842], [-1.810, 2.714, -1.051], [-2.994, 2.862, -1.700], [-3.485, 1.591, -1.892], [-4.279, -1.421, -2.324], [-3.358, -3.747, -1.909], [-0.968, -3.345, -0.634], [-1.131, 3.481, -0.727], [-3.520, 3.739, -2.033], [-4.329, 1.361, -2.388], [2.053, -0.842, -3.063], [0.678, 0.284, -2.493], [1.081, 2.079, -2.846], [-0.753, -0.136, -3.645], [-1.516, 0.857, -4.266], [-2.497, 0.539, -5.200], [-2.729, -0.786, -5.542], [-1.978, -1.791, -4.943], [-1.003, -1.465, -4.011], [2.152, -0.739, -4.147], [1.832, -1.893, -2.855], [3.016, -0.618, -2.609], [1.231, 2.205, -3.923], [1.983, 2.428, -2.345], [0.266, 2.737, -2.544], [-1.337, 1.902, -4.037], [-3.059, 1.329, -5.684], [-3.466, -1.034, -6.295], [-2.136, -2.826, -5.223], [-0.414, -2.265, -3.576]],
  "forces_ev_per_a": [[-1.783, -0.633, -1.209], [0.005, 0.020, -0.010], [-0.033, -0.034, 0.032], [0.028, 0.030, -0.003], [0.041, -0.059, 0.054], [0.025, 0.034, -0.058], [-0.064, 0.040, -0.034], [0.034, 0.003, -0.038], [-0.122, -0.043, 0.086], [-0.005, 0.154, -0.150], [-0.080, -0.075, 0.001], [-0.016, 0.116, 0.023], [-0.100, -0.093, -0.076], [-0.068, 0.098, 0.109], [-0.018, -0.069, -0.023], [0.033, 0.036, -0.088], [-0.009, -0.028, -0.006], [-0.023, 0.044, 0.011], [0.008, -0.009, -0.007], [0.025, -0.017, -0.010], [-0.018, -0.015, 0.090], [0.287, -0.139, -0.070], [0.227, 0.413, 0.381], [-0.237, 0.053, 0.010], [0.091, 0.158, -0.145], [-0.014, -0.039, 0.101], [0.060, 0.003, 0.002], [-0.054, -0.013, 0.047], [0.051, 0.008, -0.027], [-0.009, -0.005, 0.005], [-0.036, -0.020, 0.001], [-0.007, 0.025, -0.032], [-0.092, -0.307, 0.023], [0.075, 0.161, 0.008], [-0.034, -0.183, -0.003], [0.017, 0.295, -0.201], [0.624, 0.106, -0.008], [0.027, -0.223, -0.019], [-0.080, 0.101, 0.194], [0.085, -0.102, -0.068], [-0.138, -0.031, 0.012], [0.262, -0.007, -0.080], [0.416, -0.233, 0.771], [-0.092, 0.049, -0.026], [0.050, 0.016, -0.110], [-0.029, 0.024, -0.017], [0.019, -0.062, 0.019], [-0.006, 0.027, -0.011], [0.003, 0.036, 0.005], [-0.036, -0.036, 0.114], [0.085, 0.041, -0.147], [-0.101, 0.075, 0.066], [0.004, -0.105, 0.538], [0.004, -0.008, -0.011], [-0.014, 0.001, -0.013], [0.011, -0.013, 0.014], [0.007, 0.010, 0.010], [0.027, -0.002, 0.006], [0.017, -0.011, -0.008], [-0.003, -0.009, 0.024], [0.013, -0.005, 0.005], [-0.003, -0.002, -0.012], [-0.009, 0.001, -0.006], [-0.012, 0.014, -0.019], [-0.008, 0.001, -0.014], [0.007, -0.012, 0.013], [0.014, 0.014, 0.010], [-0.025, 0.006, 0.012], [-0.020, 0.003, 0.036], [0.023, 0.035, 0.023], [0.017, 0.032, 0.020], [-0.010, -0.010, 0.031], [0.012, 0.012, -0.001], [0.005, 0.004, -0.012], [-0.008, -0.008, -0.003], [-0.005, -0.017, 0.021], [0.008, -0.023, 0.023], [0.035, -0.189, 0.066], [-0.028, 0.058, -0.008], [-0.001, 0.021, -0.060], [0.297, -0.008, 0.135], [-0.248, 0.084, -0.150], [-0.316, -0.123, 0.056], [0.755, 0.531, -0.007], [0.045, -0.116, -0.035], [-0.040, -0.067, 0.000], [-0.036, 0.185, 0.090], [0.017, 0.036, -0.032], [0.022, 0.012, -0.024], [-0.043, -0.018, -0.016], [-0.011, 0.005, -0.083], [0.020, -0.017, -0.003], [0.013, -0.028, -0.020], [0.111, -0.152, -0.058], [-0.103, 0.114, 0.234], [0.143, 0.116, -0.057], [-0.057, -0.089, -0.072], [-0.036, -0.035, -0.030], [0.009, 0.035, 0.042], [-0.001, -0.023, 0.018], [-0.011, 0.013, -0.018], [0.039, 0.028, -0.021], [0.009, -0.019, 0.011], [0.027, 0.014, -0.012], [0.000, 0.014, -0.047], [-0.006, 0.003, 0.022], [0.002, -0.019, -0.033], [0.033, 0.030, -0.057], [0.012, -0.016, -0.003], [0.016, -0.011, -0.006], [-0.009, 0.003, 0.029], [0.008, 0.013, -0.005], [0.006, 0.018, -0.027]]
}